{"formula": "C66H165N11O22", "method": "ωB97M-V/def2-TZVPD", "largest_force_ev_per_a": 3.30, "homo_lumo_gap_ev": 8.759, "smiles": "COCCNCCOC.COCCNCCOC.COCCNCCOC.COCCNCCOC.COCCNCCOC.COCCNCCOC.COCCNCCOC.COCCNCCOC.COCCNCCOC.COCCNCCOC.COCCNCCOC", "e_tot_ev": -132533.7870, "de_lowest_kcal_mol": 140.3, "homo_ev": -8.361, "symbols": ["C", "O", "C", "C", "N", "C", "C", "O", "C", "H", "H", "H", "H", "H", "H", "H", "H", "H", "H", "H", "H", "H", "H", "H", "C", "O", "C", "C", "N", "C", "C", "O", "C", "H", "H", "H", "H", "H", "H", "H", "H", "H", "H", "H", "H", "H", "H", "H", "C", "O", "C", "C", "N", "C", "C", "O", "C", "H", "H", "H", "H", "H", "H", "H", "H", "H", "H", "H", "H", "H", "H", "H", "C", "O", "C", "C", "N", "C", "C", "O", "C", "H", "H", "H", "H", "H", "H", "H", "H", "H", "H", "H", "H", "H", "H", "H", "C", "O", "C", "C", "N", "C", "C", "O", "C", "H", "H", "H", "H", "H", "H", "H", "H", "H", "H", "H", "H", "H", "H", "H", "C", "O", "C", "C", "N", "C", "C", "O", "C", "H", "H", "H", "H", "H", "H", "H", "H", "H", "H", "H", "H", "H", "H", "H", "C", "O", "C", "C", "N", "C", "C", "O", "C", "H", "H", "H", "H", "H", "H", "H", "H", "H", "H", "H", "H", "H", "H", "H", "C", "O", "C", "C", "N", "C", "C", "O", "C", "H", "H", "H", "H", "H", "H", "H", "H", "H", "H", "H", "H", "H", "H", "H", "C", "O", "C", "C", "N", "C", "C", "O", "C", "H", "H", "H", "H", "H", "H", "H", "H", "H", "H", "H", "H", "H", "H", "H", "C", "O", "C", "C", "N", "C", "C", "O", "C", "H", "H", "H", "H", "H", "H", "H", "H", "H", "H", "H", "H", "H", "H", "H", "C", "O", "C", "C", "N", "C", "C", "O", "C", "H", "H", "H", "H", "H", "H", "H", "H", "H", "H", "H", "H", "H", "H", "H"], "positions_angstrom": [[15.6691, -17.7449, -22.2413], [14.5745, -18.1113, -23.0346], [13.9518, -19.2198, -22.4525], [13.0780, -20.0308, -23.3887], [11.8916, -19.3211, -23.9011], [10.8007, -20.2330, -24.1241], [9.6687, -19.6206, -24.9241], [10.1922, -19.3538, -26.2237], [9.2266, -18.8296, -27.0810], [16.3104, -18.5853, -21.9609], [15.2628, -17.2220, -21.3659], [16.2810, -17.0079, -22.7600], [13.2854, -18.9920, -21.6061], [14.7115, -19.8355, -21.9565], [12.7873, -20.9869, -22.9513], [13.6308, -20.2551, -24.3079], [12.2309, -18.9146, -24.7615], [10.3475, -20.6463, -23.2167], [11.0866, -21.1610, -24.6446], [9.1345, -18.7307, -24.5779], [8.8772, -20.3850, -24.9413], [8.4493, -19.5632, -27.3335], [9.6815, -18.4412, -27.9914], [8.6599, -17.9904, -26.6520], [16.9130, -22.1664, -8.7354], [16.6871, -21.0754, -9.5931], [17.5692, -19.9793, -9.3304], [17.0398, -18.8400, -10.1815], [15.6556, -18.5592, -9.7883], [15.0134, -17.7509, -10.8077], [13.5294, -17.5969, -10.3913], [13.5308, -17.0122, -9.1058], [12.2185, -16.7419, -8.6340], [17.9569, -22.4875, -8.6615], [16.2937, -23.0377, -8.9480], [16.5734, -21.8419, -7.7413], [18.6038, -20.2855, -9.5015], [17.5188, -19.6678, -8.2809], [17.0493, -19.1293, -11.2403], [17.6487, -17.9376, -10.0999], [15.1469, -19.4303, -9.7052], [15.0851, -18.2988, -11.7600], [15.4618, -16.7657, -10.9420], [13.0959, -18.6057, -10.3704], [12.9140, -17.0446, -11.1091], [12.3692, -16.3997, -7.6101], [11.6527, -17.6685, -8.4866], [11.6519, -16.0345, -9.2386], [17.2716, -12.5243, -12.8200], [16.0269, -13.0833, -13.2485], [15.8060, -14.3991, -12.7095], [14.5510, -14.9494, -13.3494], [14.8709, -15.7122, -14.5710], [13.6637, -16.3839, -15.0650], [13.7604, -16.7242, -16.5380], [13.8165, -15.5273, -17.2771], [14.2350, -15.7763, -18.6114], [17.9265, -13.3833, -12.6459], [17.1035, -11.9488, -11.9096], [17.7954, -11.9173, -13.5575], [15.7672, -14.3361, -11.6169], [16.6613, -15.0709, -12.8366], [13.8909, -14.1061, -13.5813], [13.9830, -15.5653, -12.6506], [15.0817, -15.0015, -15.2696], [12.7904, -15.7563, -14.8473], [13.5912, -17.3226, -14.5068], [13.0018, -17.4539, -16.8396], [14.7026, -17.2876, -16.6136], [13.5068, -16.4108, -19.1231], [15.2140, -16.2659, -18.6381], [14.3551, -14.8499, -19.1706], [21.0026, -17.0567, -9.2631], [20.4949, -17.5466, -8.0604], [20.0405, -16.5128, -7.2100], [19.4467, -17.0062, -5.9115], [20.4119, -17.8121, -5.1578], [19.8448, -18.3646, -3.8722], [19.0539, -17.2588, -3.1753], [18.4290, -17.7252, -1.9749], [17.7415, -16.6585, -1.3495], [20.3883, -16.3232, -9.8035], [21.3752, -17.8949, -9.8453], [21.8606, -16.3778, -9.1111], [19.2064, -15.9966, -7.7080], [20.8368, -15.7754, -7.0679], [18.5237, -17.5952, -6.0140], [19.1331, -16.1160, -5.3642], [20.6992, -18.5460, -5.7954], [20.7504, -18.5802, -3.3094], [19.2169, -19.2207, -4.1188], [18.1467, -17.0664, -3.7632], [19.5978, -16.3222, -3.0351], [16.9038, -16.3505, -1.9832], [18.3779, -15.7899, -1.1622], [17.3275, -16.9497, -0.3867], [22.7357, -16.3301, -14.7246], [23.2887, -17.6139, -14.8357], [23.7726, -18.0883, -13.6140], [25.3060, -17.9576, -13.5256], [26.0271, -18.7159, -14.5432], [26.8267, -19.7765, -13.9289], [28.0795, -19.3823, -13.1193], [28.5438, -20.5701, -12.5089], [29.8015, -20.3547, -11.8908], [22.6895, -15.7428, -15.6443], [23.3173, -15.6890, -14.0539], [21.6961, -16.2827, -14.3779], [23.5316, -19.1545, -13.4914], [23.2386, -17.6845, -12.7453], [25.6200, -18.1799, -12.5027], [25.5341, -16.8925, -13.6559], [25.3453, -19.1718, -15.1381], [27.1369, -20.4703, -14.7112], [26.2426, -20.3608, -13.2037], [27.8657, -18.5639, -12.4208], [28.8555, -18.9405, -13.7562], [29.9841, -19.3264, -11.5701], [30.6051, -20.8217, -12.4595], [29.7223, -20.8494, -10.9140], [19.0031, -23.3114, -11.8115], [19.4283, -23.2839, -13.1584], [20.1964, -24.4346, -13.4599], [20.8859, -24.2399, -14.7846], [19.9828, -24.0954, -15.9373], [20.6998, -23.6271, -17.1072], [19.6428, -23.2657, -18.1692], [18.7842, -22.2767, -17.6258], [19.2523, -20.9643, -17.8536], [18.0113, -22.8806, -11.6509], [19.6573, -22.6556, -11.2318], [18.9639, -24.2823, -11.3114], [19.5329, -25.3075, -13.4343], [20.9671, -24.5824, -12.6923], [21.5376, -25.0828, -15.0405], [21.6178, -23.4237, -14.6861], [19.3395, -23.3623, -15.6471], [21.3603, -24.4028, -17.5065], [21.3690, -22.7748, -16.9147], [19.1227, -24.2150, -18.3105], [20.1210, -23.1224, -19.1418], [20.3305, -20.7705, -17.8248], [18.9015, -20.3457, -17.0272], [18.8918, -20.5317, -18.7906], [24.6997, -19.0219, -4.5664], [24.3270, -19.9920, -5.5324], [23.2050, -20.7198, -5.0405], [23.0126, -21.9054, -5.9755], [22.4372, -21.5127, -7.2467], [22.1103, -22.6619, -8.0938], [21.7386, -22.1992, -9.4934], [22.9039, -21.5389, -9.9816], [22.7609, -21.0152, -11.2651], [23.8595, -18.3672, -4.3094], [25.5213, -18.4324, -4.9638], [24.9704, -19.4997, -3.6184], [22.3180, -20.0844, -5.0030], [23.4421, -21.1623, -4.0671], [22.3913, -22.6881, -5.5315], [24.0110, -22.3612, -6.0462], [23.1570, -21.0430, -7.7911], [21.3102, -23.2334, -7.6109], [22.9150, -23.4102, -8.1353], [20.9497, -21.4454, -9.3994], [21.4513, -23.0253, -10.1438], [22.1679, -20.0886, -11.2788], [22.4432, -21.6959, -12.0590], [23.7166, -20.5956, -11.6002], [19.9029, -18.4143, -13.0641], [18.9296, -19.4182, -13.0635], [18.3943, -19.6505, -14.3513], [17.3508, -20.7557, -14.2500], [16.5903, -21.0654, -15.4423], [15.7269, -19.9700, -15.8766], [14.5980, -20.3916, -16.7870], [15.1000, -20.5629, -18.1155], [15.1702, -19.4300, -18.9460], [20.0713, -18.2308, -11.9978], [19.6027, -17.4448, -13.4793], [20.9059, -18.6272, -13.4524], [19.1530, -19.9657, -15.0782], [17.9736, -18.7290, -14.7728], [16.6277, -20.5055, -13.4649], [17.7463, -21.6946, -13.8572], [17.0853, -21.5064, -16.2073], [16.3137, -19.1605, -16.3321], [15.2664, -19.5023, -14.9989], [13.7913, -19.6535, -16.7619], [14.2201, -21.3690, -16.4895], [15.6862, -18.5398, -18.5617], [14.1999, -19.1011, -19.3265], [15.8580, -19.6928, -19.7527], [16.2124, -23.8401, -19.7755], [15.8056, -23.8980, -21.1487], [14.4701, -23.4849, -21.3233], [14.1616, -23.7731, -22.7835], [15.1350, -23.1766, -23.7016], [14.9906, -23.5544, -25.0934], [13.8443, -22.9149, -25.9059], [14.1522, -21.6106, -26.3621], [13.1103, -21.1245, -27.1932], [16.1805, -22.7827, -19.5023], [17.1865, -24.3228, -19.7471], [15.5283, -24.4412, -19.1658], [14.2928, -22.4434, -21.0329], [13.8145, -24.1291, -20.7220], [13.1420, -23.5399, -23.1031], [14.2329, -24.8519, -23.0045], [16.0462, -23.4185, -23.3378], [14.8719, -24.6433, -25.2141], [15.8706, -23.3304, -25.7007], [12.9568, -22.8311, -25.2646], [13.6456, -23.5460, -26.7777], [12.1653, -20.9898, -26.6560], [12.8479, -21.7272, -28.0685], [13.4124, -20.1315, -27.5223], [18.9410, -17.2368, -21.7715], [18.4424, -16.7787, -20.5383], [18.8125, -17.6661, -19.5088], [18.7201, -17.1486, -18.0580], [17.3198, -17.0920, -17.6141], [17.2035, -16.7423, -16.1895], [17.7872, -15.3370, -15.8608], [17.2037, -14.3216, -16.6337], [15.7795, -14.2898, -16.6292], [18.5455, -16.6901, -22.6254], [18.5893, -18.2576, -21.9646], [20.0336, -17.2262, -21.7894], [19.8238, -18.0628, -19.6708], [18.2011, -18.5761, -19.6012], [19.2276, -16.1781, -18.1152], [19.3271, -17.8110, -17.4395], [16.9745, -16.3103, -18.1687], [17.6407, -17.5789, -15.6401], [16.1443, -16.7450, -15.9230], [18.8576, -15.4279, -16.0200], [17.5375, -15.1753, -14.8045], [15.2480, -15.1743, -16.9807], [15.5616, -13.4533, -17.2933], [15.4123, -13.9779, -15.6464], [12.6527, -26.6402, -19.0848], [13.3210, -25.9529, -18.0579], [12.5798, -24.9812, -17.3310], [13.5401, -24.3122, -16.3773], [14.2288, -25.3282, -15.5716], [15.5037, -24.8603, -15.0383], [15.6363, -25.4638, -13.6551], [14.7309, -24.9173, -12.7374], [14.7939, -25.5010, -11.4761], [13.4111, -26.9885, -19.7864], [11.9009, -26.0087, -19.5643], [12.1741, -27.5671, -18.7492], [11.7093, -25.4226, -16.8354], [12.2267, -24.2904, -18.1082], [12.9740, -23.7045, -15.6641], [14.2463, -23.6768, -16.9263], [14.3954, -26.0519, -16.2638], [15.5877, -23.7723, -14.9841], [16.3339, -25.2430, -15.6435], [16.6834, -25.3620, -13.3233], [15.5248, -26.5501, -13.7724], [14.6742, -26.5903, -11.4664], [13.9927, -25.0607, -10.8801], [15.7173, -25.2851, -10.9200]], "forces_ev_per_angstrom": [[-0.16, 1.20, 0.20], [0.04, -0.50, -0.50], [-0.97, -1.04, 0.99], [0.62, 0.28, -1.43], [0.28, 0.00, 1.11], [-0.79, 0.15, -0.23], [-0.09, -0.65, -0.65], [-0.13, 0.02, 0.26], [-0.89, 0.38, -0.32], [-0.17, -0.07, 0.06], [0.40, -0.25, 0.40], [-0.14, -0.09, -0.26], [0.01, 0.83, 0.02], [0.06, -0.43, -0.50], [0.10, 0.13, 0.34], [0.57, -0.52, 0.40], [-0.73, 0.16, -0.24], [0.33, 0.55, 0.47], [0.18, 0.10, -0.38], [0.65, 0.24, 0.57], [0.00, -0.13, -0.46], [0.21, -0.20, -0.13], [0.21, -0.28, 0.03], [0.28, 0.07, 0.29], [-0.47, 0.37, 1.23], [0.45, -0.38, -0.36], [-0.52, 0.04, 0.06], [-0.36, -0.49, -0.25], [0.89, 0.77, 0.07], [-1.36, -0.52, 0.21], [0.97, -0.37, -0.07], [-0.87, 0.32, -0.53], [0.68, -0.71, 0.95], [0.11, 0.15, -0.22], [-0.04, 0.22, -0.69], [0.36, -0.22, 0.23], [0.09, 0.18, -0.41], [-0.19, -0.17, 0.16], [0.34, -0.15, -0.06], [0.04, 0.00, 0.24], [0.12, -0.10, -0.02], [-0.23, 0.36, -0.34], [0.24, -0.05, 0.26], [-0.11, -0.10, 0.23], [0.18, 0.34, -0.04], [-0.15, 0.53, -0.14], [-0.14, -0.11, -0.48], [0.08, 0.11, -0.10], [-0.19, -1.07, 0.21], [0.50, -0.26, -0.45], [0.09, 0.70, 0.54], [0.15, -0.30, -0.11], [-1.09, -0.17, 0.93], [-0.06, -0.09, 0.53], [0.54, -0.70, 1.10], [-2.76, -1.25, -1.30], [-0.27, -0.25, -0.63], [0.34, 0.28, 0.40], [0.23, 0.00, 0.13], [-0.64, 0.12, -0.33], [-0.58, 0.22, 0.15], [0.07, 0.04, -0.65], [-0.05, 0.16, 0.05], [0.21, -0.24, 0.04], [-0.40, -1.69, 1.32], [-0.29, -0.21, -0.19], [-0.40, -0.05, -0.04], [-0.41, 0.50, -0.23], [-0.14, 0.12, -0.54], [0.05, 0.00, -0.03], [-0.26, -0.18, 0.08], [-0.29, 0.20, 0.29], [1.22, 1.10, 0.03], [-0.37, -0.18, 0.31], [-0.95, 0.24, -0.57], [0.46, -0.69, 0.30], [-0.44, 0.81, 0.54], [1.00, 1.28, -1.26], [-1.93, -0.92, -0.15], [1.09, 0.16, 0.83], [-0.26, -0.03, -0.21], [-0.92, -0.80, -0.16], [-0.39, 0.01, -0.24], [0.38, -0.43, 0.48], [0.12, 0.19, -0.19], [0.12, -0.10, 0.32], [-0.13, 0.15, -0.71], [0.30, 0.06, 0.05], [0.10, -0.23, 0.31], [-0.35, -0.66, 0.41], [-0.09, -0.19, 0.59], [0.46, 0.52, -0.60], [0.30, -0.14, 0.11], [-0.06, 0.19, -0.05], [0.19, 0.01, -0.15], [0.13, -0.45, -0.05], [-0.24, 1.44, 0.21], [-0.61, 0.24, -0.54], [0.71, -1.26, 0.89], [-0.82, 1.36, 0.01], [0.32, -0.33, 0.78], [0.27, -0.52, 0.35], [-0.39, 0.48, -1.22], [0.09, 1.02, -0.05], [-0.53, -0.85, 1.46], [0.43, -0.73, -0.48], [0.10, -0.16, 0.17], [0.00, -0.61, 0.31], [-0.01, -0.10, -0.61], [0.26, 0.65, -0.10], [0.05, -0.36, -0.07], [0.02, 0.03, 0.02], [0.08, 0.14, -0.18], [0.07, 0.02, 0.00], [-0.18, -0.13, -0.05], [-0.21, -0.33, 0.47], [0.02, -0.25, -0.30], [0.08, 0.22, -0.75], [0.12, 0.38, -0.10], [0.29, -0.35, -0.21], [-0.24, 1.05, 0.87], [-0.30, -0.42, 0.18], [0.04, -0.16, -0.07], [0.58, -0.61, -0.85], [0.41, 0.54, 1.28], [-0.25, 0.28, -0.69], [0.95, -1.55, 0.92], [0.56, 0.09, -1.01], [-0.12, 1.06, 0.34], [-0.12, 0.04, -0.64], [0.15, -0.15, 0.10], [0.27, -0.31, -0.48], [0.11, -0.09, -0.22], [0.03, 0.00, 0.00], [-0.14, -0.30, 0.47], [-0.32, 0.43, -0.01], [-0.24, -0.04, -0.39], [-0.16, -0.21, 0.07], [-0.12, 0.17, 0.18], [-0.72, 0.30, 0.15], [-0.20, 1.05, -0.01], [0.21, -0.85, -0.08], [-0.42, 0.02, -0.18], [-0.18, -0.25, -0.06], [-0.30, -0.04, 0.03], [-0.34, 0.26, 0.68], [0.39, -0.93, -0.73], [0.07, 0.04, 0.21], [0.39, -0.33, -0.84], [-0.31, -0.57, 0.52], [0.64, 0.57, 0.84], [0.02, -0.56, -0.30], [0.65, 1.49, -0.61], [-0.04, 0.16, -0.29], [0.04, -0.05, 0.03], [0.33, -0.10, -0.08], [-0.04, 0.04, 0.16], [-0.07, 0.37, 0.29], [-0.25, 0.27, 0.17], [0.04, -0.07, -0.31], [-0.08, 0.46, 0.31], [-0.37, 0.25, -0.23], [0.34, 0.22, -0.27], [-0.31, -0.17, -0.19], [-0.04, -0.04, -0.03], [-0.71, -0.38, 0.11], [-0.33, -0.29, 0.31], [0.32, -0.53, 0.29], [0.50, 0.74, 1.64], [0.20, 0.00, -0.94], [-0.13, -0.57, -0.27], [-0.56, -0.61, 0.45], [-0.82, 0.33, 0.04], [0.21, 0.27, 0.41], [0.80, 0.14, -0.73], [-0.26, -0.30, 0.05], [0.73, 0.48, -0.22], [0.08, 0.19, -0.01], [-0.44, -0.19, -0.30], [-0.28, -0.67, -0.53], [0.39, -0.04, 0.24], [-0.04, -0.46, 0.59], [-0.04, 0.39, -0.08], [0.65, 0.15, -0.25], [0.20, 0.11, 0.12], [-0.28, 0.00, -0.36], [0.12, -0.22, 0.29], [-0.09, 0.00, -0.09], [-0.08, 0.05, 0.10], [-0.21, -0.28, 0.79], [-0.16, -0.27, -0.10], [-0.46, -0.28, -0.36], [-0.52, -0.12, -0.97], [0.09, -0.04, 0.41], [-0.21, -0.80, -0.70], [0.22, -0.67, -1.41], [-0.23, 1.13, 0.14], [-0.23, -0.15, -0.87], [0.18, 0.15, 0.97], [-0.11, -0.31, -0.46], [-0.21, 0.76, 0.33], [0.39, -0.16, 0.62], [0.16, 0.43, 0.20], [-0.05, 0.18, 0.13], [0.22, 0.11, -0.09], [-0.09, 0.14, 0.15], [0.01, 0.50, 0.36], [-0.20, -0.29, 0.76], [0.11, 0.08, -0.21], [-0.21, -0.15, 0.14], [0.34, 0.21, 0.52], [-0.24, -0.28, -0.19], [-0.16, -0.15, 0.10], [0.07, -0.08, 0.27], [0.53, -0.34, -0.01], [0.07, -0.05, -0.12], [-0.20, -0.67, -0.35], [0.03, 0.68, 0.32], [0.06, -1.52, 0.49], [-0.09, 0.07, -1.67], [0.96, 0.51, -0.18], [-0.29, 0.52, -0.88], [-1.10, -1.75, 0.77], [0.61, -0.09, -0.39], [2.22, 2.02, -0.95], [0.03, 0.60, 0.37], [0.24, -0.20, 0.17], [0.04, 0.04, -0.01], [0.27, 0.46, -0.06], [-0.28, 0.08, 0.10], [-0.07, 0.18, 0.49], [-0.17, -0.11, 0.14], [-0.31, -0.06, 0.26], [0.17, 0.90, -0.05], [0.75, -0.07, 0.05], [0.15, 0.79, -0.04], [0.46, 0.12, 0.09], [1.96, 1.00, 0.70], [-0.27, -0.09, -0.20], [0.56, 1.54, -0.81], [0.04, -0.35, 0.11], [0.45, -0.35, 0.25], [-0.05, -0.05, -1.09], [-0.22, -0.07, 0.83], [-0.40, 0.39, -1.33], [-0.23, -0.60, 0.68], [1.27, -0.39, -0.21], [0.07, 0.07, -0.41], [-0.16, 0.09, 0.91], [-0.02, 0.36, -0.22], [0.07, 0.02, -0.20], [-0.25, 0.19, 0.36], [0.12, -0.11, 0.16], [-0.26, 0.39, 0.43], [-0.02, 0.34, -0.31], [-0.07, 0.02, -0.11], [0.29, -0.28, 0.40], [-0.21, 0.02, -0.10], [0.13, 0.21, 0.06], [-0.05, 0.36, 0.28], [-0.44, -0.07, 0.19], [-0.09, -0.03, -0.32], [-0.09, -0.10, -0.09], [0.24, 0.09, -0.32]]}